DFT (ωB97M-V/def2-TZVPD) results for a cluster of 2 separate species, C3H7NOS in total.

Results
Relative energy (zero: lowest compared OMol25 entry of this formula, charge and spin): 212.7 kJ/mol
Energy: -17591.4961 eV
Frontier orbital gap (spin up / spin down): 2.39 / 6.31 eV
Spin multiplicity: 3

```
13
C3H7NOS | OMol25 | ωB97M-V/def2-TZVPD
C -1.534 1.826 0.825
C 0.361 -1.446 0.550
C 0.630 0.001 0.232
N 0.413 0.241 -1.258
O -1.362 2.257 -0.254
S -1.986 1.401 2.240
H 0.976 -2.182 0.003
H -0.691 -1.689 0.371
H 0.550 -1.591 1.613
H 1.669 0.272 0.450
H -0.335 -0.393 -1.547
H 1.234 0.094 -1.864
H 0.076 1.210 -1.361
```

Results of the Mulliken charge analysis, in e, for atoms 1 through 8: atom 1 (C): 0.23, atom 2 (C): -1.15, atom 3 (C): -0.10, atom 4 (N): -0.27, atom 5 (O): -0.53, atom 6 (S): -0.52, atom 7 (H): 0.37, atom 8 (H): 0.36